The following is a quantum chemistry calculation of a structure of composition C34H36B4Cl36O34V2 at a distorted geometry, from the OMol25 dataset.

Total charge ... 0
2S+1 ... 3
Orbital gap (alpha / beta) ... 7.13 / 7.61 eV
DFT total energy ... -610367.5424 eV
LUMO energy (alpha / beta) ... -3.3 / -2.8 eV

Cartesian coordinates (Å):
O 1.38 -3.13 4.42
V 2.27 -2.27 3.50
O -1.02 5.45 1.39
V -0.38 4.06 1.83
O -3.05 1.42 -1.78
C -1.97 0.97 -1.32
O -1.45 -0.25 -1.37
B -0.16 -0.33 -0.54
O -0.04 1.01 -0.04
C -1.04 1.83 -0.42
O -1.19 3.00 0.00
O 1.01 -0.82 -1.33
C 1.74 -1.52 -0.57
O 2.90 -1.97 -0.77
C 0.91 -1.92 0.63
O -0.24 -1.29 0.56
O 1.34 -2.65 1.53
O 0.67 -0.58 7.36
C 1.18 0.34 6.67
O 1.03 1.57 6.85
B 1.67 2.35 5.79
O 2.64 1.35 5.22
C 2.34 0.16 5.62
O 2.72 -0.90 5.12
O 2.36 3.53 6.33
C 1.90 4.63 5.78
O 2.28 5.78 5.98
C 0.87 4.19 4.69
O 0.80 2.87 4.73
O 0.17 4.90 3.92
O 4.16 -2.55 2.50
C 4.41 -1.40 2.08
O 3.81 -0.35 2.54
B 4.17 0.84 1.72
O 5.17 0.37 0.78
C 5.32 -0.94 0.93
O 6.11 -1.66 0.36
O 4.61 1.94 2.64
C 3.71 2.92 2.62
O 3.60 3.92 3.26
C 2.62 2.49 1.59
O 2.93 1.36 1.06
O 1.64 3.19 1.38
O -0.96 2.07 2.68
C -1.34 1.04 3.29
O -2.43 0.91 3.94
B -2.53 -0.41 4.63
O -1.14 -0.99 4.44
C -0.47 -0.18 3.63
O 0.70 -0.38 3.18
O -3.46 -1.33 3.96
C -4.28 -1.91 4.84
O -5.20 -2.68 4.58
C -3.98 -1.21 6.22
O -3.01 -0.35 6.06
O -4.60 -1.34 7.25
C -5.82 2.31 -2.23
Cl -6.95 3.55 -1.85
Cl -6.62 0.93 -2.95
H -5.15 2.66 -3.02
H -5.44 1.99 -1.26
C -4.10 -1.54 -3.37
Cl -5.10 -2.74 -4.33
Cl -3.60 -0.16 -4.46
H -4.65 -1.18 -2.50
H -3.16 -1.97 -3.01
C -3.33 -3.95 1.22
Cl -3.70 -2.67 0.07
Cl -1.79 -3.65 2.00
H -4.08 -3.97 2.01
H -3.30 -4.93 0.76
C 1.17 -5.83 0.83
Cl 1.05 -5.61 2.56
Cl 2.58 -5.12 0.09
H 1.07 -6.88 0.56
H 0.28 -5.41 0.37
C -0.15 -1.73 -4.71
Cl -1.24 -2.22 -6.02
Cl 0.10 0.08 -4.58
H -0.51 -1.98 -3.72
H 0.85 -2.18 -4.78
C -3.00 5.97 -3.30
Cl -2.76 7.74 -3.32
Cl -1.71 5.21 -2.30
H -3.97 5.74 -2.84
H -2.92 5.49 -4.28
C -5.86 -0.05 1.43
Cl -7.10 1.17 1.86
Cl -4.30 0.75 1.13
H -5.84 -0.78 2.25
H -6.16 -0.57 0.52
C 1.20 4.19 -4.47
Cl 0.69 3.16 -3.14
Cl 1.88 3.26 -5.80
H 0.31 4.76 -4.76
H 1.90 4.92 -4.07
C 3.40 0.89 -2.77
Cl 4.28 0.56 -4.25
Cl 3.93 2.38 -1.96
H 2.36 0.99 -3.08
H 3.47 0.01 -2.14
C 5.18 -5.66 5.44
Cl 3.90 -4.84 4.61
Cl 6.67 -4.73 5.15
H 4.96 -5.64 6.51
H 5.24 -6.66 5.01
C 2.48 -6.08 -3.28
Cl 1.51 -7.27 -2.35
Cl 1.43 -4.99 -4.14
H 3.08 -5.55 -2.54
H 3.08 -6.63 -4.00
C -1.53 -5.51 -2.20
Cl -0.85 -3.89 -1.72
Cl -1.79 -6.63 -0.83
H -2.50 -5.41 -2.68
H -0.73 -5.95 -2.80
C -6.43 3.95 -6.09
Cl -6.27 5.24 -4.83
Cl -5.06 2.92 -5.92
H -7.37 3.43 -5.88
H -6.37 4.40 -7.08
C -2.03 1.03 -7.66
Cl -3.57 0.90 -8.46
Cl -1.39 2.70 -7.71
H -2.20 0.74 -6.62
H -1.31 0.36 -8.12
C 5.74 -2.66 -2.49
Cl 7.45 -2.85 -3.08
Cl 4.60 -3.49 -3.65
H 5.68 -3.24 -1.57
H 5.43 -1.63 -2.31
C 7.38 -4.25 1.82
Cl 5.82 -4.92 1.23
Cl 8.66 -4.17 0.68
H 7.18 -3.27 2.26
H 7.77 -4.88 2.62
C -4.66 4.38 1.52
Cl -4.06 4.31 -0.13
Cl -3.30 4.14 2.61
H -5.12 5.36 1.68
H -5.39 3.59 1.71
C 1.99 6.97 -1.78
Cl 1.43 5.57 -0.88
Cl 0.81 7.62 -3.02
H 2.22 7.78 -1.09
H 2.89 6.66 -2.30